# C38H54BrNO4P2Sb2Sn

A molecular structure, C38H54BrNO4P2Sb2Sn at a distorted geometry (wB97M-V/def2-TZVPD, the Open Molecules 2025 dataset).

- Relative energy (zero: lowest compared OMol25 entry of this formula, charge and spin): 15.2 kcal per mole
- Net charge: +2
- Molecular weight: 1092.936 g mol⁻¹
- HOMO: -12.77 eV
- Orbital gap: 5.35 eV

Positions of all 103 atoms, in Å:
Sn1 -0.62 0.40 0.00
N1 -2.09 2.33 0.40
C1 -2.18 3.44 -0.50
C2 -3.37 4.14 -0.64
C3 -3.45 5.21 -1.51
C4 -2.33 5.60 -2.23
C5 -1.15 4.90 -2.10
C6 -1.07 3.80 -1.25
P1 0.49 2.83 -1.19
C7 1.58 4.20 -0.68
C8 2.20 5.10 -1.55
C9 2.86 6.20 -1.03
C10 2.91 6.41 0.34
C11 2.31 5.50 1.21
C12 1.65 4.40 0.70
C13 0.66 2.53 -2.97
C14 1.85 2.58 -3.69
C15 1.84 2.30 -5.05
C16 0.67 1.98 -5.70
C17 -0.51 1.87 -4.98
C18 -0.51 2.14 -3.62
H1 -1.83 2.65 1.33
H2 -3.01 1.90 0.51
H3 -4.23 3.84 -0.06
H4 -4.38 5.75 -1.61
H5 -2.38 6.45 -2.89
H6 -0.28 5.18 -2.68
H7 2.16 4.95 -2.62
H8 3.33 6.90 -1.70
H9 3.40 7.28 0.74
H10 2.34 5.66 2.27
H11 1.19 3.69 1.36
H12 2.78 2.83 -3.22
H13 2.77 2.36 -5.61
H14 0.66 1.80 -6.77
H15 -1.43 1.59 -5.46
H16 -1.43 2.08 -3.05
C19 0.64 -3.89 -0.71
Sb1 0.36 -2.85 1.17
C20 -0.23 -4.64 2.20
C21 4.22 -2.82 1.87
C22 4.44 -3.45 0.69
C23 4.37 -4.89 0.62
C24 4.53 -5.55 -0.54
C25 4.77 -4.83 -1.74
C26 4.86 -3.46 -1.73
C27 4.77 -2.72 -0.54
C28 5.03 -1.34 -0.55
Sb2 2.95 -0.30 -0.94
C29 3.06 -0.67 -3.07
C30 4.03 1.56 -0.95
H17 1.49 -4.56 -0.62
H18 0.81 -3.20 -1.54
H19 -0.25 -4.48 -0.91
H20 0.56 -5.38 2.09
H21 -1.15 -5.02 1.75
H22 -0.39 -4.43 3.25
H23 4.06 -3.40 2.76
H24 4.23 -1.75 1.98
H25 4.18 -5.42 1.54
H26 4.48 -6.63 -0.58
H27 4.89 -5.37 -2.66
H28 5.09 -2.93 -2.64
H29 5.58 -0.99 -1.41
H30 5.33 -0.88 0.37
H31 3.86 -0.10 -3.52
H32 2.12 -0.39 -3.54
H33 3.22 -1.73 -3.23
H34 4.79 1.57 -1.72
H35 4.48 1.71 0.03
H36 3.31 2.37 -1.11
Br1 0.56 0.93 2.12
C31 -3.06 -2.64 4.73
C32 -2.07 -1.58 4.26
C33 -2.70 -0.20 4.27
C34 -0.78 -1.59 5.08
O1 -1.63 -1.93 2.90
P2 -2.42 -1.65 1.58
O2 -1.55 -2.37 0.53
O3 -2.47 -0.20 1.20
O4 -3.83 -2.28 1.75
C35 -4.97 -2.02 0.88
C36 -4.51 -2.12 -0.57
C37 -5.55 -0.65 1.20
C38 -6.00 -3.10 1.21
H37 -3.32 -2.44 5.76
H38 -2.61 -3.63 4.67
H39 -3.96 -2.61 4.12
H40 -3.09 0.01 5.26
H41 -3.52 -0.15 3.56
H42 -1.96 0.56 4.02
H43 -1.01 -1.32 6.11
H44 -0.07 -0.87 4.68
H45 -0.33 -2.58 5.09
H46 -3.84 -1.30 -0.80
H47 -5.36 -2.09 -1.24
H48 -3.97 -3.05 -0.71
H49 -4.81 0.13 1.07
H50 -5.90 -0.62 2.23
H51 -6.39 -0.45 0.54
H52 -5.62 -4.08 0.95
H53 -6.91 -2.91 0.66
H54 -6.23 -3.08 2.27

Atom charges from the Mulliken analysis, given in e for atoms 1 to 99:
1. Sn 0.922
2. N 0.111
3. C -0.038
4. C -0.640
5. C -0.788
6. C -0.980
7. C -0.088
8. C 0.560
9. P 0.483
10. C 1.038
11. C -0.331
12. C -0.834
13. C -0.624
14. C -0.682
15. C -0.694
16. C 0.660
17. C -0.241
18. C -0.782
19. C -0.718
20. C -0.760
21. C -0.789
22. H 0.272
23. H 0.003
24. H 0.536
25. H 0.429
26. H 0.467
27. H 0.354
28. H 0.423
29. H 0.464
30. H 0.414
31. H 0.472
32. H 0.216
33. H 0.414
34. H 0.483
35. H 0.436
36. H 0.470
37. H 0.406
38. C -1.273
39. Sb 0.654
40. C -1.420
41. C -1.262
42. C 1.325
43. C -0.609
44. C -0.651
45. C -0.622
46. C -0.514
47. C 0.913
48. C -2.250
49. Sb 0.601
50. C -1.417
51. C -0.777
52. H 0.346
53. H 0.349
54. H 0.490
55. H 0.551
56. H 0.412
57. H 0.304
58. H 0.367
59. H 0.213
60. H 0.452
61. H 0.440
62. H 0.462
63. H 0.554
64. H 0.689
65. H 0.716
66. H 0.413
67. H 0.333
68. H 0.496
69. H 0.475
70. H 0.555
71. H -0.192
72. Br -0.470
73. C -1.326
74. C 1.004
75. C -1.215
76. C -1.477
77. O 0.483
78. P -0.989
79. O -0.470
80. O 1.284
81. O 0.054
82. C 1.463
83. C -1.276
84. C -1.089
85. C -1.823
86. H 0.447
87. H 0.304
88. H 0.215
89. H 0.522
90. H 0.181
91. H 0.209
92. H 0.475
93. H 0.200
94. H 0.303
95. H 0.092
96. H 0.530
97. H 0.276
98. H -0.181
99. H 0.344